Computed, not measured: the molecule C4H7N3 at a distorted geometry, with ωB97M-V/def2-TZVPD.

Structure (XYZ):
```
14
Properties=species:S:1:pos:R:3:forces:R:3
C -1.53981 0.53424 0.07396 0.4163 2.2348 -2.6690
N -1.57018 -0.71210 0.00425 -0.5311 -2.2277 1.0831
N -0.35993 -1.52449 -0.00720 2.4478 1.5547 4.8011
C 0.73930 -0.49538 -0.36062 0.3105 -4.2174 -3.7831
C 2.09072 -0.05098 -0.02259 1.2734 0.1238 1.9253
C 0.82153 0.78411 0.35443 -2.4134 -2.4881 1.6928
N -0.44399 1.35449 -0.19472 3.1716 1.2071 0.8827
H -2.43860 1.10277 -0.18915 -0.2767 -0.4130 0.8433
H -0.19582 -1.71776 1.24040 -0.6364 0.3735 -4.7382
H 0.78602 -0.53120 -1.60714 -0.9534 0.8856 3.3438
H 2.79460 0.29152 -0.74089 0.0760 -0.0731 -1.1147
H 2.69632 -0.38941 0.87871 -1.2776 0.5958 -0.7950
H 0.68761 0.48541 1.47109 -0.0045 0.9534 -1.6844
H -0.38181 2.30151 0.05948 -1.6024 1.4907 0.2122
```
Positions in Å, forces in eV/Å.

Values from the calculation:
* HOMO level: -8.694 eV
* F_max: 5.67 eV Å⁻¹
* relative energy (zero: lowest compared OMol25 entry of this formula, charge and spin): 151.16 kcal per mole
* gap between HOMO and LUMO: 9.441 eV
* LUMO level: 0.0275 Eh

=====

Computed, not measured: a cluster of 2 separate species, C5H12O2 in total, with ωB97M-V/def2-TZVPD.

Structure (XYZ):
```
19
Properties=species:S:1:pos:R:3:forces:R:3
C -0.77210 1.88423 1.30261 0.0314 0.1596 0.2226
O -1.12986 0.82216 0.44927 0.0066 -0.0264 -0.1000
C 0.56660 -0.66238 0.14027 0.0176 -0.4056 0.0945
C 0.16155 -1.25117 1.44252 -0.0967 0.1207 -0.0232
C 0.11038 -1.25727 -1.15070 -0.0603 0.1108 0.1062
C 0.61537 -0.19555 -2.12722 0.1090 -0.2110 -0.1443
O 0.47485 0.95710 -1.37266 -0.0963 0.1481 -0.1013
H -0.79505 1.53378 2.34223 0.0010 0.0684 -0.1341
H -1.48209 2.71732 1.21219 0.1066 -0.1204 0.0095
H 0.23517 2.25816 1.07123 -0.1403 -0.0443 0.0294
H 1.54036 -0.18511 0.12950 -0.1391 0.0183 -0.0277
H -0.88061 -1.57211 1.45092 0.1567 0.0231 -0.0144
H 0.35189 -0.57548 2.28015 -0.0038 -0.1047 -0.1254
H 0.81489 -2.12971 1.57971 -0.0342 0.1096 -0.0455
H -0.98611 -1.26803 -1.15016 0.1129 -0.0088 0.0001
H 0.44536 -2.30519 -1.24027 -0.0159 0.1562 0.0431
H 1.67377 -0.39251 -2.38865 -0.1356 0.0389 0.0386
H 0.05117 -0.18810 -3.07481 0.0757 0.0194 0.1579
H -0.69760 1.01653 -0.46150 0.1047 -0.0520 0.0140
```
Positions in Å, forces in eV/Å.

Values from the calculation:
* HOMO level (alpha / beta): -8.588 / -8.588 eV
* F_max: 0.42 eV Å⁻¹
* relative energy (zero: lowest compared OMol25 entry of this formula, charge and spin): 104.59 kcal per mole
* gap between HOMO and LUMO (alpha / beta): 8.173 / 8.174 eV
* LUMO level (alpha / beta): -0.0152 / -0.0152 Eh

=====

Computed, not measured: a cluster of 2 separate species, C20H29NO4 in total at a distorted geometry, with ωB97M-V/def2-TZVPD.

Structure (XYZ):
```
54
Properties=species:S:1:pos:R:3:forces:R:3
C -4.03417 -0.49176 1.35780 -0.8338 2.7488 -4.4763
C -3.23321 -1.50342 0.75342 2.7136 -1.4703 -2.6113
H -3.37433 -1.59086 -0.31664 -0.3384 0.3431 -0.3999
H -3.42451 -2.53485 1.09218 0.4773 0.5620 0.5001
O -1.77623 -1.26956 0.88308 -2.9266 -5.6567 5.2887
C -0.97388 -0.46310 0.36371 -4.0266 -3.3481 1.3947
O -1.34242 0.19167 -0.46983 -3.9300 7.2242 -8.7143
C 0.29558 -0.43973 0.76019 6.8884 -2.3288 4.8827
C 0.97486 -1.85930 0.68718 1.5151 0.7293 0.4439
H 0.39077 -2.46278 1.30868 -1.4955 -1.4216 0.4325
H 1.93435 -1.94045 1.31836 -0.8084 0.8697 -1.3988
C 1.12347 -2.40369 -0.76075 -3.2786 9.3819 0.7143
N 1.98300 -1.15763 -1.56132 -1.1687 -15.1516 4.0705
C 3.19351 -1.51453 -1.73757 7.5515 4.9641 -4.6231
O 3.83647 -0.56457 -2.41573 -0.5107 -3.3524 2.3538
C 3.98003 -2.87828 -1.59202 -7.2939 1.1972 5.3433
O 3.17847 -3.76525 -2.22162 -1.5157 -3.1310 0.8518
C 3.08544 -3.81976 -3.58320 -13.7345 0.9077 4.3398
H 3.82075 -3.89670 -4.05363 12.0591 -0.9837 -6.8044
H 2.46120 -4.75007 -3.82118 0.7483 1.1905 0.3899
H 2.47226 -2.95431 -4.03066 0.7988 -0.8371 0.7090
H 4.07864 -3.23869 -0.47149 -0.1553 0.8759 -2.0634
H 4.81744 -2.90570 -2.03290 6.7505 1.1012 -2.9505
C 1.46519 -0.05207 -1.29886 -6.5284 5.2316 -6.6683
C 0.92991 0.41753 -0.16490 5.7836 9.1169 7.2525
H 0.53824 1.54134 -0.08196 0.5905 -3.0118 -1.2648
H 2.21465 0.89041 0.35345 -2.9212 -1.4332 -0.0401
H 1.89507 0.57280 -1.95220 2.2542 3.5961 -1.4268
H 0.52548 -0.06816 -1.90654 -0.5389 -0.2245 -0.6093
H 1.64621 -3.18946 -0.66490 3.4283 -6.0166 -0.4933
H 0.08215 -2.38342 -1.14696 0.9942 -0.6295 -0.5337
C 0.33389 0.02481 2.21721 0.0735 -1.7905 4.4935
C -0.63198 1.13343 2.81961 1.0440 -3.2339 -4.4199
H -0.56661 1.18511 3.78905 -0.2903 -1.3794 5.6406
H -1.54235 0.92706 2.38093 -2.7735 -0.8270 0.1736
C -0.35118 2.45598 2.48567 3.2394 8.2098 -3.3623
C -1.07419 3.08070 1.00432 15.9420 -3.3849 7.4454
C -2.21069 3.00255 1.28106 -14.2868 3.0352 -8.7908
C -3.01627 3.40849 -0.04693 -1.2802 -0.5664 4.1981
C -2.24926 3.84386 -1.03540 0.2901 4.0127 -4.9266
C -0.85923 4.25295 -0.90218 2.6767 -3.4130 -0.4933
C -0.08578 3.54455 0.26717 -4.9599 5.6239 -8.6800
H 0.90909 3.75868 0.12520 2.3224 -0.4227 1.1819
H -0.25394 4.65508 -1.89553 -1.7607 -0.7733 2.8799
H -2.83214 4.23518 -2.07889 1.7533 -1.1521 2.9029
H -4.16500 3.52277 -0.10311 1.9873 -0.7437 0.0483
H -2.88318 2.72852 1.89796 -3.3478 -2.2981 5.3571
H -0.48249 3.44613 3.20635 -0.1409 -3.0990 -1.1369
H 0.71835 2.59652 2.16636 -0.5091 -0.2902 0.7992
H 0.19445 -0.97992 2.95847 -0.1981 2.4295 -2.1287
H 1.31829 0.30649 2.59752 0.3682 0.0892 -0.9175
H -4.00675 -0.49410 2.33239 0.5167 0.5681 5.3119
H -4.00169 0.50202 0.83896 1.0562 -0.5149 0.8746
H -5.02571 -0.65255 1.10059 -2.2704 -1.1228 -0.3402
```
Positions in Å, forces in eV/Å.

Values from the calculation:
* HOMO level: -8.240 eV
* F_max: 17.92 eV Å⁻¹
* relative energy (zero: lowest compared OMol25 entry of this formula, charge and spin): 500.45 kcal per mole
* gap between HOMO and LUMO: 8.644 eV
* LUMO level: 0.0149 Eh